C9H7NO2 | ωB97M-V/def2-TZVPD

The geometry in XYZ format:
```
19
Properties=species:S:1:pos:R:3:mulliken_charge:R:1
C 0.27363 -1.49125 -0.67961 -0.417
C -0.00462 -2.59440 0.02384 -0.449
C -0.72663 -2.49648 1.30980 0.833
O -0.90094 -1.42808 1.90432 -0.726
N -1.25859 -3.63276 1.77097 -0.101
O -1.88811 -3.58997 3.03067 -0.406
H 0.66238 -1.47238 -1.68382 0.097
H 0.04226 -0.55381 -0.17482 0.282
H 0.18233 -3.61025 -0.32726 0.255
H -1.40089 -4.53528 1.31293 0.226
H -1.85805 -2.61926 3.19623 0.378
C 1.06893 5.88178 0.79613 -0.047
C 0.90539 5.18007 -0.15784 -0.315
C 0.71951 4.25772 -1.16578 0.767
C 0.75783 3.23578 -1.79031 -0.270
C 0.71954 1.97809 -2.41098 -0.617
C 0.59867 0.95725 -3.04183 -0.416
H 1.40859 6.54750 1.56850 0.427
H 0.69879 -0.01428 -3.48116 0.498
```

## Properties
relative energy (zero: lowest compared OMol25 entry of this formula, charge and spin)	836.8	kJ/mol
E_HOMO	-0.34884	hartree
2S+1	1
gap between HOMO and LUMO	9.7012	eV
SMILES	C=CC(=O)NO.C#CC#CC#C